The following is a DFT calculation (ωB97M-V/def2-TZVPD) of a molecular structure, C29H47BCl2LuN3O6Si in a non-equilibrium geometry.

Structure (XYZ):
```
90
Properties=species:S:1:pos:R:3:forces:R:3:mulliken_charge:R:1
C -1.55141 -0.43331 -4.18218 -0.05 0.17 -0.22 -1.215
C -1.10011 -1.74705 -3.61265 0.42 -0.79 -0.24 -0.405
H -1.25845 -0.31868 -5.23078 -0.10 0.09 0.22 0.295
H -1.12562 0.40772 -3.60887 -0.18 -0.30 -0.16 0.073
H -2.64975 -0.33807 -4.12678 0.35 -0.04 0.04 0.328
C -0.53802 -2.75629 -4.29869 -0.39 0.59 0.20 0.327
C -0.38798 -2.79953 -5.77320 0.15 0.01 -0.56 -1.607
H -0.21443 -3.66146 -3.78420 -0.27 0.23 -0.02 0.510
H -0.56073 -1.82598 -6.24473 0.08 -0.30 0.01 0.371
H -1.10905 -3.51406 -6.19137 0.12 0.11 -0.05 0.302
H 0.60852 -3.15685 -6.05418 -0.06 0.05 -0.09 0.317
Lu 0.32846 0.63852 -0.54168 -2.43 -1.70 0.63 0.811
Cl 0.30243 2.51875 -2.00864 0.27 0.73 -0.53 -0.507
C -0.46652 -2.35430 1.48625 0.43 -0.68 -3.80 -1.542
O -0.50843 -0.99535 1.50244 -0.44 1.48 0.29 -0.179
N -0.14522 -3.05663 2.53887 0.53 -1.33 3.15 0.522
C 1.17542 -2.97122 3.21083 -1.06 -0.24 -0.38 -0.912
C -0.99029 -4.22504 2.83150 0.62 0.52 -0.05 -0.962
H -0.93480 -2.83759 0.61910 0.08 0.38 0.79 1.448
H 1.56978 -1.95312 3.13911 -0.14 -0.20 0.01 0.238
H 1.88301 -3.68046 2.76254 0.09 0.07 -0.03 0.278
H 1.02371 -3.25167 4.25562 0.21 0.17 0.01 0.294
H -2.03113 -3.96057 2.63102 0.15 -0.05 0.04 0.227
H -0.86966 -4.46879 3.88792 -0.09 -0.19 -0.01 0.373
H -0.70925 -5.07784 2.20747 -0.04 -0.17 0.08 0.247
H 0.45785 2.95013 4.79542 0.05 -0.13 -0.17 0.327
H -1.23976 4.54678 4.10144 0.03 0.01 -0.29 0.296
C 0.88964 2.90877 3.78996 -0.04 -0.05 0.25 -0.969
C -0.86126 4.54078 3.07181 0.06 -0.01 -0.12 -0.961
N -0.13165 3.29930 2.82858 -0.02 0.68 0.25 0.553
H 1.24743 1.90026 3.57250 -0.18 0.23 0.01 0.238
C -0.24626 2.71356 1.65921 1.06 -2.04 -0.59 0.583
O 0.38966 1.63749 1.37820 -0.70 2.27 0.61 -1.017
H -1.69625 4.59419 2.36116 0.19 0.06 0.31 0.311
H -0.91834 3.16857 0.91930 -0.02 -0.14 0.29 -0.105
H 1.73419 3.60793 3.76291 -0.09 -0.05 -0.11 0.332
H -0.20826 5.41397 2.91821 -0.16 -0.20 0.12 0.323
H 1.14263 -0.43927 -3.63444 0.42 0.14 0.13 0.249
H 2.50702 -3.04645 -3.56920 0.31 0.33 0.17 0.234
C 2.19415 -0.17989 -3.41739 -0.37 -0.26 -0.12 -1.106
C 3.32156 -2.40096 -3.18810 -0.21 -0.22 -0.03 -0.858
N 2.77722 -1.20805 -2.54551 0.30 -0.10 0.60 0.433
H 2.23500 0.80679 -2.94817 0.07 -0.25 -0.08 0.403
C 2.78951 -1.09533 -1.21868 -0.50 1.12 -0.35 -0.014
O 2.28563 -0.09341 -0.61445 1.86 -1.51 -0.53 -0.559
H 3.91230 -2.96142 -2.45247 -0.13 0.09 -0.29 0.305
H 3.26782 -1.90157 -0.64756 -0.16 0.12 -0.20 0.329
H 2.75112 -0.17850 -4.36135 -0.05 0.07 0.25 0.409
H 3.95548 -2.10648 -4.03535 -0.10 -0.08 0.31 0.355
O -0.55969 -0.94046 -1.44490 0.64 -0.02 -0.34 0.004
C -1.33377 -1.87130 -2.13092 0.21 0.34 0.44 0.402
C 0.10369 -3.85195 -1.38670 -0.25 -0.33 0.04 0.936
C -1.15345 -3.28116 -1.58810 -0.37 0.43 -0.13 -0.525
H 0.99689 -3.26916 -1.64297 -0.36 -0.30 0.15 0.174
C 0.18490 -5.14993 -0.87117 0.09 0.31 -0.09 -0.818
H -2.38735 -1.59974 -1.97607 -0.14 -0.10 0.09 0.416
C -2.31931 -3.97462 -1.26050 0.47 -0.10 -0.18 -0.262
H 1.16254 -5.62732 -0.76390 -0.33 0.12 0.10 0.378
C -0.98002 -5.83136 -0.51008 -0.05 -0.16 -0.12 -0.688
C -2.23222 -5.24878 -0.71288 0.02 -0.01 -0.07 -0.747
H -3.27470 -3.48666 -1.46794 0.22 -0.27 0.23 0.426
H -0.91679 -6.84094 -0.09876 0.02 0.29 -0.10 0.374
H -3.14849 -5.78319 -0.47128 0.23 -0.01 0.07 0.406
Si -0.40689 5.97098 -2.99877 -0.12 0.24 -0.16 0.576
Cl -0.62458 4.52792 -4.49854 -0.11 0.48 -0.21 -0.318
C 1.43510 6.03604 -2.65497 0.01 -0.12 0.17 -0.870
C -1.59516 5.41377 -1.65655 0.13 -0.06 0.12 -0.491
C -0.91801 7.70352 -3.55465 -0.06 -0.15 -0.16 -0.986
H 1.84760 5.02765 -2.53057 -0.09 0.21 0.04 0.180
H 1.64654 6.62251 -1.75134 0.00 -0.10 -0.12 0.317
H 1.95517 6.52051 -3.49577 -0.23 -0.14 0.19 0.285
H -0.26788 8.10559 -4.34300 -0.11 -0.16 0.16 0.275
H -0.85133 8.38507 -2.69312 -0.01 -0.18 -0.14 0.311
H -1.95193 7.73152 -3.92168 0.19 -0.03 0.09 0.274
H -1.38131 4.37302 -1.38332 -0.10 0.27 -0.04 -0.154
H -2.62932 5.45848 -2.03372 0.34 0.03 0.05 0.307
H -1.53138 6.04205 -0.75752 0.00 -0.06 -0.16 0.291
O -2.83185 -1.51988 1.89117 -0.96 0.02 0.48 -0.235
B -1.85328 -0.57177 1.60806 1.24 0.12 -1.49 -0.317
O -2.16981 0.69868 2.05392 -0.79 0.89 0.55 0.800
C -3.25302 0.48231 2.88260 0.53 -0.64 0.52 0.609
C -3.60682 1.29422 3.93511 -0.63 -0.21 0.39 -0.982
C -4.23731 0.66153 5.02496 -0.07 0.37 -0.24 -0.448
C -4.55255 -0.69588 4.99611 -0.22 -0.24 -0.28 -0.532
C -4.29146 -1.48905 3.86168 -0.35 0.45 0.23 -0.980
C -3.62211 -0.86940 2.82690 0.79 0.11 0.28 0.305
H -3.38333 2.35816 3.91946 0.21 -0.24 0.21 0.435
H -4.45330 1.24950 5.91888 -0.03 -0.20 -0.26 0.358
H -4.99114 -1.16755 5.87476 0.00 0.18 -0.22 0.354
H -4.55391 -2.54496 3.80800 0.23 0.23 0.14 0.439
```
Forces are in eV/Å.

As for the orbital gap (spin up / spin down): 0.213 / 0.113 Ha. The value obtained for the lowest unoccupied orbital energy (spin up / spin down) is 0.323 / 0.389 eV. The calculation puts the total energy at -114815.1767 eV. The value obtained for the relative energy (zero: lowest compared OMol25 entry of this formula, charge and spin) is 11.0 kcal/mol.